1.
{
  "formula": "C2H6N2O",
  "method": "ωB97M-V/def2-TZVPD",
  "elements": ["H", "N", "C", "N", "O", "C", "H", "H", "H", "H", "H"],
  "xyz": [[-2.684, -0.146, -0.085], [-1.666, -0.072, -0.269], [-1.027, -0.844, 0.509], [0.350, -0.795, 0.606], [1.066, -0.315, -0.547], [1.114, 1.079, -0.586], [-1.375, -1.588, 1.324], [0.855, -1.616, 0.865], [1.400, 1.552, 0.419], [0.103, 1.548, -0.855], [1.862, 1.197, -1.381]],
  "lumo_ha": 0.0348,
  "total_energy_ha": -264.46159,
  "total_charge": 0,
  "smiles": "[H]/N=C/NOC",
  "spin_multiplicity": 1,
  "relative_energy_kj_mol": 330.09
}

---

2.
{
  "formula": "C3H10NO",
  "method": "ωB97M-V/def2-TZVPD",
  "elements": ["C", "O", "C", "C", "N", "H", "H", "H", "H", "H", "H", "H", "H", "H", "H"],
  "xyz": [[-0.652, -0.384, -0.782], [0.544, 0.226, -0.235], [-1.864, 0.329, -0.333], [-2.340, 0.184, 1.059], [3.682, -0.275, -0.062], [-0.535, -0.428, -1.872], [-0.594, -1.408, -0.414], [0.398, 1.181, -0.296], [-2.312, 1.026, -1.025], [-3.085, -0.624, 1.135], [-2.821, 1.095, 1.412], [-1.502, -0.081, 1.712], [4.195, 0.579, -0.011], [4.209, -1.123, -0.166], [2.677, -0.296, -0.123]],
  "lumo_ha": [0.0375, 0.0003],
  "total_energy_ha": -250.21312,
  "total_charge": 0,
  "spin_multiplicity": 2,
  "s2": 0.754,
  "relative_energy_kj_mol": 9.70
}